Version a
One molecule with the formula C5H4O. Source: the OMol25 dataset; level of theory: ωB97M-V/def2-TZVPD.

The HOMO-LUMO gap is 7.85 eV.

The geometry in ORCA input format:
```
! RIJCOSX wB97M-V def2-TZVPD def2/J DEFGRID3
* xyz 0 1
C -0.25010 -0.03805 1.44762
C -0.53838 -0.92418 0.39079
C -0.26046 1.90727 0.04271
C 0.32958 0.76546 -1.04475
C 0.31723 -0.68589 -0.64006
O -0.22997 1.33718 1.16616
H -0.22758 -0.45879 2.50274
H -0.94771 -1.90502 0.45907
H -0.65426 0.89429 -1.67593
H 1.24874 1.19733 -1.42817
*
```

---

Version b
One molecule with the formula C5H4O. Source: the OMol25 dataset; level of theory: ωB97M-V/def2-TZVPD.

The HOMO-LUMO gap is 10.83 eV.

The geometry in ORCA input format:
```
! RIJCOSX wB97M-V def2-TZVPD def2/J DEFGRID3
* xyz 0 1
C -1.52132 0.25805 -1.66774
C -0.91532 -0.12447 -0.68364
C -0.24539 -0.53095 0.43074
O -0.94552 -0.28905 1.70306
C 1.14999 -0.10262 0.32880
C 2.22340 0.28459 -0.03859
H -1.75630 0.94784 -2.54193
H -0.30659 -1.65405 0.51235
H -0.91890 0.69774 2.00761
H 3.23596 0.51291 -0.05065
*
```

---

What should be chosen as the most stable of them? Choose version b.

---

Version a
One molecule with the formula C3H6ClPS. Source: the OMol25 dataset; level of theory: ωB97M-V/def2-TZVPD.

The HOMO-LUMO gap is 9.57 eV.

The geometry in ORCA input format:
```
! RIJCOSX wB97M-V def2-TZVPD def2/J DEFGRID3
* xyz 0 1
C -0.43494 -0.34822 2.01695
C 0.17556 0.41154 1.15587
P 0.66035 -0.33857 -0.42076
C -0.51784 0.39675 -1.70868
S 0.68175 -2.28182 -0.42437
Cl 2.56478 0.33285 -0.64112
H -0.73157 0.10135 2.95008
H -0.64680 -1.36968 1.63415
H 0.42407 1.47836 1.14281
H -0.77984 1.42040 -1.38960
H -0.06139 0.47434 -2.70391
H -1.33413 -0.27730 -1.61140
*
```

---

Version b
One molecule with the formula C3H6ClPS. Source: the OMol25 dataset; level of theory: ωB97M-V/def2-TZVPD.

The HOMO-LUMO gap is 6.02 eV.

The geometry in ORCA input format:
```
! RIJCOSX wB97M-V def2-TZVPD def2/J DEFGRID3
* xyz 0 1
C 0.55032 -2.24089 0.14590
C 0.49068 -0.97779 -0.26090
C 0.81042 1.61532 0.17062
P -0.08336 0.21850 0.94609
S -4.12721 0.73393 -0.10450
Cl -2.11427 0.75870 -0.40404
H 0.76339 -3.03181 -0.45260
H 0.35432 -2.43539 1.09259
H 0.65921 -0.56229 -1.23101
H 1.56565 1.47357 -0.55089
H -0.06559 2.21862 -0.31695
H 1.19645 2.22953 0.96567
*
```

---

What should be chosen as the most stable of them? Choose version a.

---

Version a
C4H8N3O as an isolated structure. Source: the OMol25 dataset; level of theory: ωB97M-V/def2-TZVPD.

The HOMO-LUMO gap (alpha / beta) is 9.75 / 9.75 eV.

The geometry in ORCA input format:
```
! RIJCOSX wB97M-V def2-TZVPD def2/J DEFGRID3
* xyz 1 1
C -0.36463 1.64209 0.27845
C 0.43384 -1.32066 -1.35368
C 0.59891 -1.20222 0.14010
C -0.48174 -0.29858 0.76717
N -2.48460 -0.46550 -0.44814
N -1.68903 -0.54238 0.30931
N 0.57258 2.26542 0.87135
O -1.15353 1.89172 -0.53034
H -0.55919 -1.17114 -1.70263
H 0.64270 -2.40460 -1.78067
H 1.05397 -0.49726 -1.83624
H 0.47533 -2.08901 0.65078
H 1.54790 -0.87433 0.41757
H -0.32126 -0.40737 1.84241
H 1.06111 2.18094 1.73333
H 0.66766 3.29286 0.64122
*
```

---

Version b
An isolated ion of composition C4H8N3O and charge +1. Source: the OMol25 dataset; level of theory: ωB97M-V/def2-TZVPD.

The HOMO-LUMO gap is 11.34 eV.

The geometry in ORCA input format:
```
! RIJCOSX wB97M-V def2-TZVPD def2/J DEFGRID3
* xyz 1 1
C 2.50962 0.14449 -0.45510
O 1.49582 0.25982 0.48830
N 0.31628 -0.38878 0.12641
N 0.21238 -1.70186 0.21234
C -0.98614 -2.01286 -0.10936
N -1.81725 -0.97182 -0.39910
C -0.95404 0.09248 -0.28315
C -1.23766 1.54472 -0.52772
H 2.95838 -0.90732 -0.55408
H 3.32429 0.74135 -0.01010
H 2.11507 0.67679 -1.45134
H -1.37969 -2.99287 -0.10661
H -2.78624 -0.80420 -0.67440
H -0.26355 1.86495 -0.73256
H -1.55914 2.05390 0.31300
H -1.95179 1.57792 -1.32343
*
```

---

What should be chosen as the most stable of them? Choose version a.

---

Version a
A 2-piece molecular cluster, C2H3ClO overall. Source: the OMol25 dataset; level of theory: ωB97M-V/def2-TZVPD.

The HOMO-LUMO gap is 8.33 eV.

The geometry in ORCA input format:
```
! RIJCOSX wB97M-V def2-TZVPD def2/J DEFGRID3
* xyz 0 1
C -0.52164 -1.56033 -0.59712
C 0.47592 1.14196 0.70033
O 0.34520 0.23307 -0.07858
Cl 1.71170 2.27262 0.76930
H -1.51958 -1.22122 -0.71942
H -0.13527 -1.97384 -1.56544
H -0.35632 1.10775 1.49092
*
```

---

Version b
One molecule with the formula C2H3ClO. Source: the OMol25 dataset; level of theory: ωB97M-V/def2-TZVPD.

The HOMO-LUMO gap (alpha / beta) is 8.42 / 8.22 eV.

The geometry in ORCA input format:
```
! RIJCOSX wB97M-V def2-TZVPD def2/J DEFGRID3
* xyz 0 1
C -0.54143 -0.35975 0.34810
C 1.87389 0.37113 0.18661
O 0.69118 -0.01534 0.68612
Cl 2.97120 0.43546 1.40874
H -0.78799 -0.20061 -0.61165
H -1.33608 -0.33268 1.13147
H 2.14610 0.43156 -0.84255
*
```

---

Version c
One molecule with the formula C2H3ClO. Source: the OMol25 dataset; level of theory: ωB97M-V/def2-TZVPD.

The HOMO-LUMO gap is 11.72 eV.

The geometry in ORCA input format:
```
! RIJCOSX wB97M-V def2-TZVPD def2/J DEFGRID3
* xyz 0 1
C 0.20986 0.06041 -0.00460
C 1.60517 0.71097 0.04836
O 1.91224 1.82872 0.04380
Cl 2.89196 -0.63342 -0.00236
H -0.60562 0.88167 -0.03154
H 0.14333 -0.37546 -0.99708
H 0.20076 -0.76398 0.66997
*
```

---

Version d
One molecule with the formula C2H3ClO. Source: the OMol25 dataset; level of theory: ωB97M-V/def2-TZVPD.

The HOMO-LUMO gap is 11.14 eV.

The geometry in ORCA input format:
```
! RIJCOSX wB97M-V def2-TZVPD def2/J DEFGRID3
* xyz 0 1
Cl -2.01916 0.33824 -0.05794
C -0.50448 -0.16487 0.56817
C 0.68191 0.03915 -0.41217
O 0.18944 -1.19922 -0.02210
H -0.35787 0.13536 1.57463
H 0.29405 0.25597 -1.46529
H 1.71612 0.59537 -0.18529
*
```

---

What should be chosen as the most stable of them? Choose version c.

---

Version a
One molecule with the formula C6H10N2O2. Source: the OMol25 dataset; level of theory: ωB97M-V/def2-TZVPD.

The HOMO-LUMO gap is 10.10 eV.

The geometry in ORCA input format:
```
! RIJCOSX wB97M-V def2-TZVPD def2/J DEFGRID3
* xyz 0 1
H -2.73640 -0.42129 0.51111
N -2.62345 0.46504 0.02820
C -1.59760 0.47263 -0.76351
O -1.52181 1.64831 -1.35906
C -0.29086 -0.24693 -0.48560
C -0.34776 -1.78472 -0.54298
O 0.20341 -1.90961 0.77350
C 0.10581 -0.49031 1.00484
C 1.43363 0.22925 1.22140
C 1.60112 1.06206 -0.06648
N 0.87045 0.34865 -1.11713
H -2.28987 2.12535 -0.68885
H -1.36270 -2.20456 -0.59877
H 0.28597 -2.24462 -1.31497
H -0.65509 -0.26965 1.76667
H 1.43032 0.84582 2.12884
H 2.23388 -0.51756 1.31156
H 1.15451 2.05860 0.07230
H 2.64787 1.20682 -0.36098
H 1.45857 -0.37326 -1.52009
*
```

---

Version b
C6H10N2O2 as an isolated structure. Source: the OMol25 dataset; level of theory: ωB97M-V/def2-TZVPD.

The HOMO-LUMO gap is 9.88 eV.

The geometry in ORCA input format:
```
! RIJCOSX wB97M-V def2-TZVPD def2/J DEFGRID3
* xyz 0 1
O -0.61905 1.52813 -0.66528
C -0.46900 0.33921 0.05516
C -1.35345 0.34927 1.30981
N -0.94646 1.18290 2.27786
C -0.41190 -1.02228 -0.69738
C 0.53933 -0.71633 -1.86004
C 1.64959 0.01198 -1.04790
C 1.00342 -0.09086 0.33852
N 0.55604 -1.51726 0.33080
H -1.52647 1.62081 -0.96959
H -1.31376 -1.61601 -0.88628
H 0.88662 -1.64653 -2.32586
H 0.08169 -0.08280 -2.62922
H 2.60894 -0.51978 -1.06012
H 1.80940 1.04784 -1.36712
H 1.55641 0.27597 1.21102
H 0.02972 -1.69391 1.18542
O -2.30122 -0.41920 1.49227
H -0.89467 2.17358 2.08296
H -0.88518 0.79526 3.22497
*
```

---

Version c
One molecule with the formula C6H10N2O2. Source: the OMol25 dataset; level of theory: ωB97M-V/def2-TZVPD.

The HOMO-LUMO gap is 8.23 eV.

The geometry in ORCA input format:
```
! RIJCOSX wB97M-V def2-TZVPD def2/J DEFGRID3
* xyz 0 1
C -2.09833 0.87289 -1.17220
C -0.79961 0.65122 -0.94682
N 0.12759 1.66766 -0.76147
C 1.45008 1.26491 -0.34419
C 1.35769 0.16152 0.71214
C 0.66930 -1.04480 0.07195
C -0.18316 -1.86046 1.03827
O -0.49309 -3.00718 0.84220
O -0.65243 -1.16221 2.07784
N -0.21901 -0.61489 -1.00775
H -2.49203 1.86961 -1.23161
H -2.77865 0.06251 -1.35276
H -0.24695 2.49623 -0.32761
H 1.98614 0.87985 -1.21900
H 1.98609 2.13268 0.04080
H 0.76304 0.52765 1.55022
H 2.34416 -0.11828 1.07961
H 1.40555 -1.72847 -0.37263
H -1.25471 -1.71281 2.60395
H -0.87167 -1.33766 -1.28094
*
```

---

What should be chosen as the most stable of them? Choose version c.

---

Version a
A 2-piece molecular cluster, C4H14N2O overall. Source: the OMol25 dataset; level of theory: ωB97M-V/def2-TZVPD.

The expectation value of S² is 0.76. The HOMO-LUMO gap (alpha / beta) is 11.45 / 4.46 eV.

The geometry in ORCA input format:
```
! RIJCOSX wB97M-V def2-TZVPD def2/J DEFGRID3
* xyz 1 2
C -0.96151 -0.47982 -1.85345
C -0.68867 0.16030 -0.42009
C -0.50500 -0.78194 0.84807
C 0.78395 -1.72883 0.66643
N 2.05255 -1.24692 1.16732
N -1.84323 1.07893 -0.35572
H -1.82161 -1.04527 -1.89194
H -0.97990 0.28659 -2.58873
H -0.11934 -1.16448 -1.87849
H 0.21741 0.75924 -0.59072
H -1.27267 -1.46340 0.97521
H -0.42129 -0.28525 1.84900
H 0.52319 -2.73886 1.12044
H 1.00232 -1.94868 -0.41932
H 2.02166 -1.08710 2.15980
H 2.51586 -0.41042 0.74483
H -1.56941 1.85224 0.16504
H -2.64997 0.52309 -0.14856
H 0.56146 3.48780 -0.45807
H 2.07973 3.21960 0.47534
O 1.07446 3.01316 0.43363
*
```

---

Version b
C4H14N2O as an isolated structure. Source: the OMol25 dataset; level of theory: ωB97M-V/def2-TZVPD.

The expectation value of S² is 0.75. The HOMO-LUMO gap (alpha / beta) is 5.49 / 10.12 eV.

The geometry in ORCA input format:
```
! RIJCOSX wB97M-V def2-TZVPD def2/J DEFGRID3
* xyz 1 2
C -1.16852 0.49674 -1.36112
C -1.76911 0.14875 0.02545
C -0.83511 -0.78556 0.86050
C 0.74814 0.54064 2.18867
N 0.48824 -0.19328 1.10676
N 0.21234 1.13692 -1.23950
H -0.99152 -0.39047 -2.02951
H -1.81499 1.27093 -1.75424
H -1.98425 1.00078 0.66929
H -2.62914 -0.46476 -0.24501
H -1.13696 -0.92903 1.88721
H -0.73481 -1.73338 0.35322
H 0.08052 0.76892 3.03187
H 1.76026 0.92560 2.36767
H 1.41708 -0.66380 0.36736
H 0.33673 1.48075 -0.26475
H 0.44871 1.92903 -1.84892
H 0.95426 0.34986 -1.37237
H 2.85055 -1.30173 -1.23479
H 1.79341 -2.26365 -0.67691
O 1.97415 -1.32326 -0.83085
*
```

---

Version c
A 2-piece molecular cluster, C4H14N2O overall. Source: the OMol25 dataset; level of theory: ωB97M-V/def2-TZVPD.

The expectation value of S² is 0.75. The HOMO-LUMO gap (alpha / beta) is 8.81 / 7.19 eV.

The geometry in ORCA input format:
```
! RIJCOSX wB97M-V def2-TZVPD def2/J DEFGRID3
* xyz 1 2
C 0.00718 -1.69529 0.40219
C 1.33015 -2.06748 -0.21330
N 2.03785 -3.04293 0.72336
H -0.38636 -0.78877 -0.29677
H -0.72976 -2.49858 0.29704
H 0.07707 -1.35445 1.43749
H 1.25213 -2.55792 -1.18410
H 1.96922 -1.18879 -0.31126
H 2.32186 -2.59175 1.59467
H 2.86722 -3.49942 0.33216
H 1.39053 -3.79555 0.96720
C -0.65631 1.64445 -0.98883
O -0.37335 0.31757 -1.21140
C -1.22398 1.93282 0.41052
N -1.42373 3.37135 0.46777
H 0.21859 2.28573 -1.19425
H -1.41176 1.94886 -1.73820
H -2.16986 1.38626 0.51072
H -0.55048 1.50271 1.15108
H -2.20350 3.62936 1.05800
H -0.61620 3.84522 0.85252
*
```

---

What should be chosen as the most stable of them? Choose version b.